(1)
Entry from OMol25: 6 unconnected molecules or ions with the total composition C40H95O17P (ωB97M-V with the def2-TZVPD basis set).

Energy in eV: -87105.1253
LUMO in eV: 0.647
2S+1: 1
Frontier orbital gap in eV: 8.31
Total charge: 0
HOMO level in eV: -7.7
SMILES: CCC[PH2](CCOCC)C[C@H](C)O.COCCOCCOC.COCCOCCOC.COCCOCCOC.COCCOCCOC.COCCOCCOC

Structure (XYZ):
```
153
C40H95O17P ωB97M-V with the def2-TZVPD basis set
C -3.432 -0.688 1.171
C -2.173 -0.869 0.322
C -1.514 -2.274 0.270
P -2.283 -3.564 1.338
C -1.054 -3.257 2.781
C -1.536 -3.966 4.035
O -2.310 -3.075 4.836
C -3.588 -3.562 5.212
C -3.530 -4.747 6.182
C -3.552 -4.040 -0.034
C -4.740 -4.877 0.426
C -5.744 -5.135 -0.682
O -5.402 -4.314 1.570
H -3.252 -0.934 2.221
H -4.255 -1.308 0.808
H -3.761 0.350 1.121
H -1.426 -0.161 0.690
H -2.405 -0.558 -0.699
H -1.516 -2.659 -0.751
H -0.471 -2.197 0.580
H -3.334 -3.268 2.229
H -1.844 -4.923 1.313
H -0.058 -3.613 2.488
H -0.983 -2.185 2.999
H -0.705 -4.355 4.633
H -2.161 -4.838 3.775
H -4.091 -2.709 5.667
H -4.153 -3.840 4.312
H -2.548 -4.777 6.658
H -4.278 -4.640 6.969
H -3.700 -5.707 5.693
H -3.915 -3.161 -0.588
H -2.977 -4.639 -0.753
H -4.355 -5.837 0.790
H -6.630 -5.626 -0.274
H -6.056 -4.196 -1.149
H -5.316 -5.762 -1.467
H -5.634 -3.398 1.355
C 2.620 -0.844 0.172
O 2.441 0.091 -0.863
C 1.152 0.180 -1.427
C 0.734 1.616 -1.634
O 0.512 2.331 -0.428
C 1.605 2.692 0.399
C 2.543 3.738 -0.160
O 3.268 3.243 -1.265
C 3.429 4.148 -2.336
H 2.931 -1.820 -0.214
H 3.407 -0.458 0.821
H 1.715 -0.977 0.776
H 0.416 -0.313 -0.782
H 1.139 -0.331 -2.401
H -0.250 1.584 -2.112
H 1.419 2.137 -2.304
H 2.177 1.817 0.713
H 1.137 3.127 1.288
H 3.237 4.003 0.651
H 1.988 4.643 -0.432
H 2.516 4.728 -2.509
H 3.646 3.561 -3.228
H 4.261 4.841 -2.170
C -8.812 -7.755 -2.564
O -9.071 -6.843 -3.606
C -9.083 -5.484 -3.220
C -8.328 -4.602 -4.191
O -6.924 -4.793 -4.192
C -6.374 -5.947 -4.800
C -6.372 -5.931 -6.313
O -7.674 -6.040 -6.851
C -7.958 -5.155 -7.907
H -9.704 -7.943 -1.955
H -8.499 -8.693 -3.021
H -8.012 -7.397 -1.907
H -8.654 -5.363 -2.219
H -10.120 -5.121 -3.185
H -8.462 -3.578 -3.831
H -8.754 -4.669 -5.194
H -6.829 -6.866 -4.426
H -5.323 -5.938 -4.496
H -5.765 -6.783 -6.647
H -5.884 -5.015 -6.665
H -7.590 -4.145 -7.695
H -9.041 -5.117 -8.020
H -7.520 -5.492 -8.854
C 8.991 -0.312 6.100
O 8.851 -0.269 4.700
C 8.408 -1.471 4.103
C 7.348 -1.227 3.052
O 6.106 -0.781 3.566
C 5.970 0.583 3.924
C 5.738 1.512 2.753
O 6.873 1.621 1.916
C 6.597 1.500 0.536
H 9.926 -0.796 6.403
H 9.000 0.716 6.461
H 8.157 -0.843 6.570
H 8.015 -2.157 4.862
H 9.253 -1.969 3.607
H 7.129 -2.201 2.606
H 7.729 -0.567 2.270
H 6.804 0.935 4.534
H 5.060 0.620 4.530
H 5.486 2.502 3.159
H 4.874 1.159 2.178
H 5.847 0.725 0.354
H 7.525 1.219 0.038
H 6.240 2.445 0.115
C -6.018 3.097 4.509
O -5.860 3.257 3.119
C -5.784 4.597 2.672
C -4.682 4.795 1.655
O -3.372 4.683 2.182
C -2.854 3.387 2.424
C -2.366 2.663 1.191
O -3.428 2.299 0.324
C -3.179 2.533 -1.042
H -7.057 3.249 4.822
H -5.726 2.077 4.757
H -5.381 3.791 5.067
H -5.626 5.277 3.516
H -6.731 4.876 2.189
H -4.758 5.833 1.319
H -4.835 4.142 0.794
H -3.557 2.765 2.983
H -1.972 3.553 3.048
H -1.853 1.752 1.532
H -1.625 3.267 0.660
H -2.695 3.501 -1.202
H -4.140 2.525 -1.557
H -2.541 1.755 -1.478
C 7.722 5.138 0.244
O 8.368 5.074 -1.008
C 7.827 4.125 -1.904
C 7.671 4.669 -3.306
O 6.675 5.671 -3.431
C 6.993 6.991 -3.026
C 7.805 7.775 -4.033
O 9.122 7.276 -4.158
C 9.586 7.145 -5.480
H 8.029 4.321 0.907
H 7.995 6.086 0.705
H 6.632 5.102 0.132
H 6.851 3.776 -1.548
H 8.494 3.254 -1.959
H 7.305 3.839 -3.916
H 8.633 4.993 -3.707
H 7.473 7.013 -2.046
H 6.027 7.498 -2.951
H 7.838 8.817 -3.687
H 7.294 7.761 -5.002
H 8.823 6.706 -6.132
H 10.452 6.485 -5.459
H 9.892 8.109 -5.904
```


(2)
Entry from OMol25: a molecular structure, C20H24ClNOP2Pd (ωB97M-V with the def2-TZVPD basis set).

Energy in eV: -59226.7383
LUMO (spin up / spin down) in eV: -7.811 / -9.606
2S+1: 5
Expectation value of S²: 6.055
Frontier orbital gap (spin up / spin down) in eV: 4.78 / 5.30
ΔE to the lowest compared entry with this formula, charge and spin in kJ/mol: 359.2
Total charge: +2
HOMO level (spin up / spin down) in eV: -12.6 / -14.9

Structure (XYZ):
```
50
C20H24ClNOP2Pd ωB97M-V with the def2-TZVPD basis set
C 3.052 -2.467 -0.477
C 2.159 -1.444 -0.803
C 0.912 -1.852 -1.389
C 0.344 -3.120 -0.962
C 1.204 -4.055 -0.342
C 2.551 -3.764 -0.227
C -1.031 -3.286 -1.163
C -1.824 -2.210 -1.571
C -1.133 -1.011 -2.014
C -1.861 0.225 -2.121
C -3.231 0.126 -2.328
C -3.913 -1.071 -2.044
C -3.240 -2.186 -1.563
H 4.117 -2.248 -0.426
H 0.772 -4.995 0.022
H 3.250 -4.538 0.095
H -1.520 -4.205 -0.838
H -3.766 0.994 -2.727
H -5.000 -1.110 -2.178
H -3.766 -3.074 -1.196
N 0.204 -1.023 -2.175
Pd -0.236 1.136 2.317
C 2.392 0.012 -0.464
H 1.903 0.650 -1.210
H 3.473 0.218 -0.453
C -1.167 1.548 -1.860
H -0.124 1.485 -2.177
H -1.683 2.365 -2.388
P 1.744 0.537 1.261
P -1.159 1.986 -0.015
C -2.889 2.465 0.283
H -2.970 2.913 1.279
H -3.227 3.166 -0.487
H -3.502 1.557 0.281
C -0.309 3.599 -0.031
H -0.982 4.359 -0.441
H -0.029 3.866 0.994
H 0.598 3.534 -0.640
C 2.663 -0.592 2.329
H 3.730 -0.488 2.105
H 2.456 -0.346 3.374
H 2.331 -1.615 2.125
C 2.661 2.091 1.475
H 2.305 2.607 2.374
H 3.717 1.835 1.581
H 2.523 2.743 0.607
C -0.181 2.340 3.967
O -0.131 2.803 5.008
H 0.047 -0.338 2.743
Cl -2.234 -0.120 2.489
```


(3)
Entry from OMol25: C2H7N3S2 in the gas phase (ωB97M-V with the def2-TZVPD basis set).

Energy in eV: -28326.6216
LUMO in eV: 0.611
2S+1: 1
Frontier orbital gap in eV: 9.63
ΔE to the lowest compared entry with this formula, charge and spin in kJ/mol: 99.4
Total charge: 0
HOMO level in eV: -9.0
SMILES: N/N=C(/CS)NS

Structure (XYZ):
```
14
C2H7N3S2 ωB97M-V with the def2-TZVPD basis set
C 0.094 0.066 0.325
C 0.772 1.385 0.181
H -0.506 -2.178 0.529
H -0.714 -2.315 2.114
H 0.076 2.009 -0.411
H 0.926 1.882 1.139
H 2.414 2.311 -1.356
H 0.258 -0.368 -1.723
H -2.486 -1.164 -0.773
N -0.836 -1.646 1.351
N -0.079 -0.496 1.453
N -0.333 -0.559 -0.888
S 2.347 1.127 -0.670
S -1.934 -0.054 -1.270
```


(4)
Entry from OMol25: 2 unconnected molecules or ions with the total composition C4H12 (ωB97M-V with the def2-TZVPD basis set).

Energy in eV: -4342.3264
LUMO in eV: 1.066
2S+1: 1
Frontier orbital gap in eV: 12.87
ΔE to the lowest compared entry with this formula, charge and spin in kJ/mol: 19.5
Total charge: 0
HOMO level in eV: -11.8
SMILES: CC.CC

Structure (XYZ):
```
16
C4H12 ωB97M-V with the def2-TZVPD basis set
C 0.062 -2.991 1.512
C -0.179 -1.509 1.879
H -0.379 -3.126 0.524
H -0.364 -3.664 2.249
H 1.126 -3.207 1.420
H -1.217 -1.246 1.705
H -0.019 -1.391 2.953
H 0.522 -0.837 1.393
C 0.616 2.300 -2.222
C -0.514 2.211 -1.172
H 0.213 2.697 -3.148
H 0.923 1.284 -2.459
H 1.403 2.894 -1.767
H -0.836 3.189 -0.820
H -1.328 1.629 -1.598
H -0.200 1.681 -0.270
```


Which of these has the highest 2S+1? C20H24ClNOP2Pd


Please write out number 3 again, unchanged.
Entry from OMol25: C2H7N3S2 in the gas phase (ωB97M-V with the def2-TZVPD basis set).

Energy in eV: -28326.6216
LUMO in eV: 0.611
2S+1: 1
Frontier orbital gap in eV: 9.63
ΔE to the lowest compared entry with this formula, charge and spin in kJ/mol: 99.4
Total charge: 0
HOMO level in eV: -9.0
SMILES: N/N=C(/CS)NS

Structure (XYZ):
```
14
C2H7N3S2 ωB97M-V with the def2-TZVPD basis set
C 0.094 0.066 0.325
C 0.772 1.385 0.181
H -0.506 -2.178 0.529
H -0.714 -2.315 2.114
H 0.076 2.009 -0.411
H 0.926 1.882 1.139
H 2.414 2.311 -1.356
H 0.258 -0.368 -1.723
H -2.486 -1.164 -0.773
N -0.836 -1.646 1.351
N -0.079 -0.496 1.453
N -0.333 -0.559 -0.888
S 2.347 1.127 -0.670
S -1.934 -0.054 -1.270
```


Which value of total charge does entry 2 give? +2